# 1
{"formula": "C21H45O10P", "method": "ωB97M-V/def2-TZVPD", "elements": ["H", "H", "P", "O", "H", "O", "H", "O", "C", "H", "C", "H", "H", "H", "H", "H", "C", "C", "H", "H", "H", "C", "H", "H", "C", "H", "H", "H", "H", "H", "C", "C", "H", "H", "H", "C", "H", "H", "C", "C", "H", "C", "H", "O", "H", "C", "C", "C", "H", "H", "C", "H", "C", "C", "H", "H", "H", "H", "H", "O", "H", "O", "O", "H", "O", "C", "H", "H", "H", "H", "H", "O", "H", "O", "C", "H", "C"], "coordinates": [[-2.59, 0.11, 2.41], [-1.08, -5.52, -0.64], [1.74, -1.18, -3.69], [2.61, -0.22, -4.51], [-2.27, -4.60, 2.69], [1.22, -0.30, -2.47], [0.68, -2.30, 1.36], [4.57, -0.32, 0.02], [-0.97, 1.84, 4.89], [3.81, 1.16, 2.30], [-3.01, 2.17, 0.62], [-3.50, -3.21, 2.50], [-2.23, -4.26, -0.61], [-1.17, -2.86, -4.93], [-1.75, -0.74, 1.19], [2.16, -1.40, -0.09], [-2.52, 3.97, 4.57], [2.56, -0.36, -5.97], [1.49, 1.09, -1.13], [3.25, 6.57, -0.01], [2.59, 2.00, 1.17], [-1.73, 1.34, 0.85], [-0.82, 0.10, 2.47], [-3.67, -3.71, -1.38], [2.14, -0.36, -0.06], [1.72, -0.12, -6.35], [2.25, 6.42, -1.48], [-3.52, 2.29, 1.70], [-0.83, 2.20, 5.88], [2.96, 0.15, -1.52], [-0.06, -5.14, -0.70], [-0.30, -3.70, -0.24], [0.53, 3.37, -1.30], [-0.87, 0.73, 4.84], [1.62, -3.72, 0.83], [-1.75, 0.11, 1.67], [0.29, 5.00, -1.67], [-2.88, 3.12, 0.21], [-3.21, -3.63, -0.35], [3.59, 1.55, 1.13], [-0.72, -2.17, -3.14], [0.97, -2.93, 0.42], [1.54, -0.16, 0.82], [-1.32, -3.09, -0.47], [-2.86, -2.55, -0.05], [2.06, 0.63, -1.92], [-3.42, -4.30, 2.36], [-3.74, -4.42, 0.79], [-3.59, 1.80, 0.07], [0.38, -5.80, 0.10], [-0.32, -2.77, -4.03], [2.49, 1.33, -2.50], [-2.39, 2.49, 4.58], [2.72, 5.69, -0.78], [3.02, -1.52, -6.07], [-0.54, 4.42, -0.38], [0.25, -5.20, -1.57], [0.13, -3.67, -3.68], [-3.46, 4.34, 3.96], [0.68, -1.91, -4.62], [-2.44, 4.47, 5.61], [-0.75, 1.70, 0.26], [-4.60, -5.35, 0.53], [4.43, 2.07, 0.61], [2.70, -2.18, -3.07], [0.46, 4.38, -0.85], [1.70, 0.16, -0.89], [3.43, 4.89, -1.22], [1.53, -2.45, -0.20], [-0.19, 2.19, 4.37], [-4.30, -4.70, 2.90], [-3.40, 1.81, 4.50], [3.41, 0.49, -6.34], [1.64, 5.00, 1.23], [1.56, 4.94, 0.00], [-1.64, 4.51, 4.09], [3.50, 0.25, 0.36]], "mulliken_charge": [0.32, 0.55, 0.59, -0.29, 0.19, -0.03, 0.27, -0.61, -1.36, 0.27, -1.63, 0.14, -0.64, 0.24, 0.03, 0.00, -1.07, -0.83, 0.01, 0.24, 0.18, 0.75, -0.08, 0.22, -1.06, 0.38, 0.36, 0.21, 0.43, 0.95, -1.55, 0.78, 0.07, 0.30, 0.41, -0.37, 0.45, 0.38, 0.36, -1.02, 0.11, -0.01, 0.16, -0.34, -0.01, -2.13, -0.72, 0.62, 0.67, 0.35, -0.37, 1.10, 0.92, -0.94, 0.33, 0.14, 0.36, 0.22, 0.28, -0.31, 0.33, -0.32, -0.64, 0.30, -0.68, -0.81, 1.24, 0.22, -0.10, 0.46, 0.33, -0.54, 0.21, -0.57, 0.87, 0.29, 0.42], "max_force_ev_per_a": 14.09, "de_lowest_kj_mol": 1032.28, "lumo_energy_ha": 0.011, "homo_lumo_gap_ev": 8.565, "homo_ev": -8.3}

# 2
{"formula": "C21H46BBr3Cl7F4KN2NaO7S", "method": "ωB97M-V/def2-TZVPD", "elements": ["H", "C", "Cl", "B", "H", "H", "H", "Cl", "Br", "C", "H", "H", "Cl", "C", "O", "H", "H", "H", "K", "Cl", "H", "C", "H", "H", "Cl", "H", "C", "H", "H", "H", "H", "O", "N", "H", "O", "H", "H", "C", "O", "H", "H", "Cl", "H", "F", "H", "C", "H", "H", "H", "H", "C", "H", "H", "C", "H", "Na", "F", "O", "H", "H", "N", "O", "C", "C", "H", "H", "O", "H", "C", "H", "Br", "H", "H", "H", "Br", "Cl", "H", "C", "H", "F", "H", "C", "H", "F", "H", "C", "C", "C", "C", "C", "C", "C", "H", "S"], "coordinates": [[-0.57, -3.94, -7.26], [-4.95, 4.54, 8.44], [4.89, -6.49, -4.76], [0.76, -1.93, 0.17], [-0.12, -2.80, -6.10], [6.94, -5.45, -5.27], [-2.06, -1.65, -0.66], [1.83, 1.48, 4.01], [3.54, -0.30, -3.41], [4.72, 4.12, 2.74], [3.62, 4.77, 1.01], [-4.55, 1.84, -0.65], [-4.89, 5.06, -0.73], [-3.47, 1.95, -0.48], [-3.93, 4.44, 7.44], [-0.59, -3.18, 1.38], [2.95, -7.24, -1.57], [-4.47, 6.80, 1.52], [0.78, -4.57, -8.03], [-4.10, 4.96, -3.53], [-3.74, -0.39, -1.46], [1.76, 2.85, 0.93], [-3.38, 1.91, -2.59], [-4.65, 4.00, 9.34], [5.46, -4.51, -6.83], [2.67, 4.61, 2.49], [-0.80, 2.02, 3.81], [0.67, 3.82, 2.59], [2.33, -2.10, -2.22], [0.75, 2.03, -0.77], [-0.80, 3.11, 4.05], [2.55, -9.59, 0.14], [-0.76, 0.01, -0.29], [0.92, -0.41, -1.44], [1.40, -2.89, -0.61], [-1.12, 0.07, 0.65], [-6.05, 4.13, -2.53], [6.12, -5.84, -5.86], [1.57, 0.43, 0.35], [-0.95, -2.32, -7.50], [-1.73, 1.90, -1.88], [-6.48, 6.43, -2.74], [-3.21, 1.26, 0.33], [1.40, -3.94, 3.58], [-3.30, 3.00, -0.22], [0.45, 1.72, 2.90], [0.19, 0.79, 2.39], [-2.77, -0.30, -2.97], [-5.13, 5.59, 8.68], [2.51, 1.83, -0.78], [2.60, -1.97, -3.26], [-5.82, 5.67, 1.34], [5.87, -9.76, -1.16], [-5.46, 5.03, -2.39], [1.17, -3.75, -0.25], [-2.24, 4.32, 4.65], [4.62, 3.20, 3.69], [3.06, 2.82, 1.52], [-5.80, 6.81, 2.69], [-0.71, 1.49, 4.77], [-0.85, -3.07, -6.80], [-5.17, 4.37, 3.58], [3.65, -8.07, -1.73], [-2.79, -0.03, -1.90], [-0.31, 3.05, 1.37], [4.61, -7.68, -2.05], [-3.18, 5.16, 2.88], [0.99, -2.67, 2.20], [0.65, -0.41, -0.35], [-1.75, -3.21, -6.32], [3.68, -3.48, -3.79], [-1.73, 1.77, 3.29], [-5.86, 4.10, 8.04], [5.17, -10.91, 0.00], [0.93, -1.95, -4.28], [6.75, -7.11, -6.90], [-3.12, 4.83, 7.80], [3.44, 4.11, 1.88], [-0.39, -1.55, 2.08], [4.79, 5.34, 3.33], [1.73, 3.81, 0.36], [0.13, -2.36, 1.54], [-0.95, -1.21, -1.96], [5.85, 3.97, 2.05], [3.24, -8.75, -2.48], [-4.45, 5.13, 2.93], [-5.18, 6.17, 2.06], [4.95, -10.22, -0.81], [1.61, 1.76, -0.14], [-1.59, -0.80, -1.17], [0.61, 2.93, 1.95], [-2.75, 1.51, -1.78], [4.46, -10.75, -1.62], [3.85, -8.94, -0.16]], "mulliken_charge": [0.27, -0.55, -0.08, 0.79, -0.09, 0.31, 0.12, -0.16, 0.07, 0.90, 0.26, 0.40, -0.04, -0.97, -0.46, 0.39, 0.32, 0.30, 0.87, -0.15, 0.40, -0.17, 0.34, 0.26, -0.12, 0.23, -0.92, 0.37, -0.29, 0.24, -0.37, -0.61, 0.58, 0.01, -0.92, 0.08, 0.27, -0.01, -0.16, 0.43, 0.13, -0.14, 0.27, -0.77, -0.01, 1.45, -0.75, 0.32, 0.26, 0.26, 0.67, 0.30, 0.33, -0.01, 0.27, 0.90, -0.22, -0.42, 0.32, 0.57, -0.51, -0.72, -0.89, -0.74, 0.38, 0.26, -0.85, 0.39, -0.75, 0.43, -0.02, 0.51, 0.20, 0.33, 0.10, -0.09, 0.30, -0.51, 0.21, -0.29, 0.47, -0.91, 0.05, -0.26, 0.35, 0.95, -1.15, -0.93, -0.41, -0.45, -1.00, -0.13, 0.30, 0.53], "charge": 1, "max_force_ev_per_a": 5.18, "lumo_energy_ha": -0.241, "homo_lumo_gap_ev": 1.284, "homo_ev": -7.8}

# 3
{"formula": "C21H46GaN4O3", "method": "ωB97M-V/def2-TZVPD", "elements": ["C", "H", "H", "H", "H", "H", "H", "C", "H", "H", "H", "H", "N", "C", "H", "C", "H", "H", "H", "H", "H", "H", "N", "H", "C", "H", "H", "O", "H", "H", "C", "H", "N", "O", "C", "H", "H", "H", "H", "H", "H", "C", "H", "H", "C", "C", "H", "C", "H", "H", "H", "C", "C", "H", "H", "H", "H", "N", "C", "C", "H", "H", "H", "C", "C", "O", "Ga", "H", "C", "C", "H", "H", "C", "H", "C"], "coordinates": [[-3.14, 2.47, 3.95], [-0.79, 0.89, 4.31], [4.28, -0.07, -2.55], [4.84, -3.34, 2.68], [2.79, -3.51, -2.07], [0.96, -1.52, -1.51], [-4.14, 2.10, 4.18], [3.28, -0.15, -2.11], [-3.06, 3.49, 4.35], [5.43, -4.12, 0.07], [1.49, -3.60, -0.30], [-3.95, 3.52, 0.81], [4.20, -1.61, -0.25], [4.93, -2.49, 2.01], [2.73, -2.28, -3.29], [0.23, 1.45, -3.72], [3.85, -4.32, -0.67], [-4.29, 0.79, 2.21], [1.51, -0.55, -0.16], [4.08, -4.82, 0.98], [4.70, -1.60, 2.61], [-3.63, 4.51, 2.24], [-3.40, 1.48, -5.61], [0.02, 2.47, 4.29], [-0.91, 0.37, 1.69], [-1.63, 2.13, -2.64], [2.37, -1.78, 1.98], [0.96, 0.56, -4.23], [2.37, -3.53, 1.99], [-2.61, -0.94, 1.63], [0.91, 2.08, 1.62], [-3.52, -1.01, -2.26], [-4.71, 0.76, -2.52], [4.33, -0.42, 0.37], [-4.06, -0.48, -3.12], [-4.93, 1.38, -3.31], [-3.40, 1.16, 0.75], [-4.90, 3.29, 2.26], [5.97, -2.43, 1.69], [-2.46, 1.85, 4.53], [-4.80, -1.13, -3.68], [-0.44, 1.71, 2.28], [3.09, 0.75, -1.51], [-3.19, 1.28, -6.59], [3.98, -2.65, 0.80], [-3.89, 3.50, 1.90], [0.85, 2.14, 0.53], [-0.08, 1.51, 3.77], [4.29, -2.74, -2.63], [-3.27, 2.47, -5.37], [-0.91, 0.42, 0.59], [1.48, -2.65, 0.24], [1.70, -1.48, -0.70], [-0.21, -0.43, 1.96], [0.58, 2.54, -3.73], [1.28, 3.04, 2.00], [0.48, -2.56, 0.70], [-1.47, 2.80, 2.13], [4.35, -4.05, 0.25], [-1.18, 1.17, -3.09], [1.67, 1.33, 1.84], [0.88, 0.99, 3.87], [-5.55, 0.50, -2.00], [-2.31, -0.03, 2.15], [-2.89, 2.45, 2.43], [-1.41, 3.23, 0.86], [-2.55, 0.27, -4.36], [-1.93, -1.00, -5.12], [3.25, -2.56, -2.37], [-3.30, 1.08, 1.84], [2.55, -0.12, -2.92], [-2.32, -0.27, 3.22], [2.53, -2.66, 1.34], [-1.08, 0.45, -2.19], [3.12, -1.45, -1.29]], "mulliken_charge": [-1.70, 0.38, 0.49, 0.40, 0.37, 0.50, 0.40, -1.52, 0.38, 0.39, 0.46, 0.36, 0.39, -1.77, 0.46, -0.13, 0.30, 0.43, -0.17, 0.40, 0.34, 0.46, -0.56, 0.37, 0.11, 0.32, 0.25, -0.62, 0.43, 0.47, -1.66, 0.13, -0.50, -0.56, -0.58, 0.22, 0.43, 0.40, 0.46, 0.30, 0.25, 1.76, 0.26, 0.17, 1.63, -1.80, 0.28, -2.01, 0.40, 0.18, -0.10, -0.77, -0.65, -0.19, 0.26, 0.50, 0.44, 0.38, -1.72, 0.23, 0.34, 0.47, 0.17, -0.80, 1.65, -0.52, 0.17, -0.26, -2.04, -1.38, 0.24, 0.28, -1.24, -0.47, 1.87], "charge": -1, "max_force_ev_per_a": 4.04, "lumo_energy_ha": [0.087, 0.072], "homo_lumo_gap_ev": [6.578, 6.176], "spin_multiplicity": 3, "homo_ev": [-4.2, -4.2]}

# 4
{"formula": "C21H46I2N4O7PS", "method": "ωB97M-V/def2-TZVPD", "elements": ["O", "H", "H", "H", "H", "H", "H", "H", "O", "I", "H", "O", "C", "H", "H", "H", "H", "H", "C", "H", "H", "O", "H", "H", "O", "C", "C", "H", "C", "H", "C", "P", "C", "C", "H", "C", "H", "N", "H", "S", "H", "N", "H", "C", "H", "C", "H", "C", "C", "H", "H", "H", "C", "H", "C", "H", "H", "H", "O", "C", "N", "C", "C", "I", "H", "H", "H", "N", "H", "H", "H", "O", "C", "H", "H", "H", "C", "H", "H", "H", "H", "C"], "coordinates": [[3.80, -0.12, 0.72], [-4.71, -4.24, 0.52], [1.43, 0.75, -0.17], [-3.66, -1.24, 4.08], [2.57, 5.31, -2.24], [2.20, -4.37, 0.99], [-2.58, 6.74, -5.75], [5.79, -0.65, 0.44], [1.92, -1.31, 3.76], [-1.24, 1.67, 2.93], [-2.98, 1.40, 5.37], [-4.26, -2.06, 1.72], [-3.38, -2.77, 1.31], [-2.26, -0.88, 5.11], [1.64, -2.48, 6.01], [-3.96, 5.12, -6.07], [1.27, -3.09, 2.35], [3.42, 2.89, -2.12], [4.91, -0.99, 0.99], [1.46, -4.45, -0.61], [0.00, -4.04, 3.06], [0.08, -0.31, 5.12], [0.80, -0.14, 2.03], [4.21, -0.99, 3.01], [-0.62, 6.80, -6.30], [1.78, -0.22, -0.53], [0.59, 3.36, -3.75], [-3.38, -4.88, 1.51], [5.15, -1.02, 2.48], [-0.57, -4.88, 1.15], [1.32, -4.71, 0.44], [-0.90, -1.85, 2.43], [-2.90, -0.51, 4.31], [2.69, 2.58, -2.86], [-1.21, -1.68, -0.75], [-2.10, -1.52, -0.14], [3.17, 2.48, -3.84], [1.62, 3.56, -2.91], [-2.96, -1.84, -0.73], [0.56, -1.43, 4.31], [-0.09, 4.11, -6.64], [-1.98, 5.02, -6.70], [0.72, -2.08, -0.30], [-3.64, 0.73, 4.82], [-2.24, -0.44, 0.02], [0.20, -0.75, 1.36], [-0.53, 4.80, -8.20], [1.18, -1.34, 0.35], [3.29, -0.15, -0.53], [-0.17, 4.16, -3.70], [-3.05, -4.31, -0.13], [-3.71, 4.19, -7.56], [-1.70, 6.25, -6.22], [1.48, -0.33, -1.57], [-3.65, -4.14, 0.76], [-4.15, 1.27, 4.03], [1.70, 4.41, -0.99], [5.77, -0.18, 2.80], [0.49, 2.42, -4.51], [1.68, 4.72, -2.04], [-2.04, -2.30, 1.10], [0.72, -2.77, 5.50], [-3.29, 4.42, -6.58], [-2.33, -3.71, 4.10], [-1.30, 3.30, -7.64], [0.85, -3.74, 5.02], [1.32, -5.81, 0.50], [0.09, -4.13, 0.97], [-3.25, 3.50, -5.99], [-0.44, -0.04, 0.84], [0.80, 5.34, -2.20], [3.98, -0.09, -1.51], [0.24, -3.40, 2.22], [5.67, -1.94, 2.75], [-0.12, -2.75, 6.19], [2.00, -1.83, 0.88], [-2.09, -0.36, 3.02], [-4.40, 0.39, 5.52], [2.30, 1.60, -2.59], [-2.79, -0.31, 2.20], [4.68, -1.99, 0.61], [-0.91, 4.26, -7.33]], "mulliken_charge": [-0.26, 0.43, 0.54, 0.24, 0.33, 0.30, 0.28, 0.39, -0.63, -0.04, 0.40, -0.59, 0.54, 0.15, 0.44, 0.30, 0.53, 0.37, -0.29, 0.27, 0.83, -0.71, 0.98, 0.14, -0.60, -0.96, 0.21, 0.21, -0.90, 0.32, -1.02, 0.20, 0.01, -0.78, 0.21, -1.18, 0.34, 0.16, 0.52, 1.30, 0.20, 0.13, 0.47, -1.73, 0.32, -2.56, 0.31, -0.08, 0.39, 0.25, 0.35, 0.33, 0.12, 0.34, -1.31, 0.36, 0.33, 0.32, -0.65, -0.91, 0.50, -1.24, -0.93, -0.14, 0.36, 0.31, 0.35, 0.00, 0.33, 1.01, 0.30, -0.64, -1.61, 0.33, 0.29, -0.32, -0.96, 0.44, 0.06, 1.18, 0.24, -0.85], "charge": -1, "max_force_ev_per_a": 2.02, "lumo_energy_ha": 0.077, "homo_lumo_gap_ev": 7.203, "homo_ev": -5.1}

Quick rundown of E, same order as above: -1920.2325; -13991.5407; -3197.1350; -2908.4183 Eh